C24H26FNO3 | ωB97M-V with the def2-TZVPD basis set

The maximum force comes out at 0.0186 Eh/bohr. The calculation puts the energy relative to the best compared isomer or geometry (same formula, charge and spin) at 0.0 kcal/mol. The value obtained for the HOMO-LUMO gap is 8.735 eV. The calculation puts the lowest unoccupied orbital energy at 0.61 eV. The HOMO energy comes out at -8.1 eV. Its SMILES is COc1ccc(C(=O)[C@@H]2CCCN(Cc3ccc(C#CCCO)cc3)C2)cc1F. Its electronic energy is -1310.4123 a.u.

Element x y z (Å)
C1 4.269 2.438 1.185
O1 3.520 1.708 0.240
C2 2.186 1.911 0.154
C3 1.434 2.779 0.939
C4 0.066 2.879 0.756
C5 -0.596 2.093 -0.178
C6 -2.079 2.173 -0.285
O2 -2.680 3.219 -0.182
C7 -2.765 0.838 -0.433
C8 -3.597 0.712 -1.712
C9 -4.217 -0.682 -1.738
C10 -5.048 -0.914 -0.468
N1 -4.355 -0.649 0.773
C11 -3.626 -1.727 1.423
C12 -2.171 -1.893 1.049
C13 -1.783 -2.702 -0.015
C14 -0.455 -2.812 -0.376
C15 0.527 -2.115 0.329
C16 1.890 -2.245 -0.026
C17 3.043 -2.387 -0.340
C18 4.438 -2.569 -0.678
C19 5.366 -1.656 0.143
O3 5.484 -0.364 -0.387
C20 0.146 -1.315 1.406
C21 -1.184 -1.217 1.760
C22 -3.720 0.639 0.772
C23 0.147 1.230 -0.983
C24 1.510 1.168 -0.824
F1 2.236 0.367 -1.632
H1 3.934 2.229 2.205
H2 4.214 3.513 0.993
H3 5.295 2.095 1.060
H4 1.914 3.384 1.692
H5 -0.510 3.564 1.360
H6 -2.019 0.044 -0.419
H7 -2.966 0.863 -2.591
H8 -4.375 1.477 -1.718
H9 -4.863 -0.794 -2.610
H10 -3.421 -1.426 -1.805
H11 -5.428 -1.938 -0.446
H12 -5.911 -0.236 -0.495
H13 -3.683 -1.534 2.502
H14 -4.167 -2.655 1.220
H15 -2.531 -3.261 -0.560
H16 -0.163 -3.445 -1.202
H17 4.587 -2.357 -1.741
H18 4.706 -3.614 -0.494
H19 5.015 -1.622 1.187
H20 6.380 -2.066 0.134
H21 4.605 0.030 -0.469
H22 0.901 -0.780 1.966
H23 -1.461 -0.605 2.608
H24 -3.175 0.769 1.709
H25 -4.495 1.412 0.720
H26 -0.312 0.633 -1.754

Atomic forces in eV per Å
0.207 0.162 0.231
-0.272 -0.232 -0.355
-0.218 -0.102 -0.143
0.340 -0.071 -0.008
-0.285 -0.106 -0.144
0.424 0.377 0.142
0.078 -0.276 -0.059
-0.030 -0.041 0.045
-0.490 0.167 -0.028
0.201 -0.181 0.001
-0.163 0.119 0.120
-0.002 -0.084 -0.230
-0.102 -0.189 0.045
-0.106 0.133 0.129
0.064 -0.157 0.102
-0.059 0.044 0.119
0.024 0.038 -0.020
-0.513 0.068 0.161
0.915 -0.134 -0.238
-0.689 0.073 0.171
0.431 0.070 0.073
0.132 -0.327 0.146
-0.150 0.319 -0.220
0.029 -0.041 -0.036
-0.133 -0.103 -0.027
0.212 0.129 -0.022
0.189 0.124 0.122
0.131 0.007 -0.036
-0.067 0.198 0.110
-0.002 0.008 -0.044
-0.028 -0.037 -0.002
-0.062 0.049 0.062
0.085 0.034 0.070
-0.057 0.070 0.055
-0.068 0.119 -0.015
-0.046 0.061 -0.049
-0.006 0.086 -0.021
0.001 -0.057 -0.049
-0.002 -0.046 -0.058
-0.061 0.036 0.026
-0.050 -0.068 -0.095
0.058 -0.143 -0.057
0.017 0.027 0.072
-0.075 -0.041 -0.053
0.038 -0.041 -0.037
0.119 -0.087 0.041
0.047 0.026 -0.070
0.071 -0.100 -0.155
-0.137 -0.024 0.032
0.016 0.078 0.080
0.068 0.030 0.012
-0.049 0.061 0.085
-0.038 0.067 0.063
0.114 0.075 0.023
-0.048 -0.165 -0.069

C24H26LaN4S2Si | ωB97M-V with the def2-TZVPD basis set

The maximum force comes out at 0.0550 Eh/bohr. The calculation puts the energy relative to the best compared isomer or geometry (same formula, charge and spin) at 0.0 kcal/mol. Its net charge is +1. The value obtained for the HOMO-LUMO gap is 7.269 eV. The calculation puts the lowest unoccupied orbital energy at -3.28 eV. The HOMO energy comes out at -10.5 eV. Its electronic energy is -2266.4135 a.u.

Element x y z (Å)
C1 2.093 0.067 0.821
C2 2.130 -0.516 -0.485
C3 2.944 0.309 -1.312
H1 1.673 -1.464 -0.768
C4 3.428 1.389 -0.513
C5 2.915 1.229 0.800
H2 3.186 1.825 1.671
H3 1.592 -0.345 1.698
H4 3.206 0.118 -2.354
H5 4.134 2.160 -0.823
La1 0.682 1.789 -0.731
C6 -1.556 1.305 -0.602
H6 -1.765 2.405 -0.548
H7 -2.152 0.832 0.185
H8 -1.943 0.975 -1.583
Si1 -1.160 -2.780 0.132
C7 -2.697 -3.411 0.930
C8 -2.610 -4.518 1.793
H9 -1.729 -5.164 1.745
C9 -3.629 -4.766 2.719
H10 -3.546 -5.612 3.404
C10 -4.762 -3.939 2.759
H11 -5.548 -4.117 3.492
C11 -4.893 -2.885 1.841
H12 -5.794 -2.263 1.836
C12 -3.875 -2.637 0.911
H13 -3.963 -1.832 0.171
C13 -0.819 -2.871 -1.689
C14 -0.447 -4.067 -2.328
H14 -0.690 -5.029 -1.859
C15 0.249 -4.021 -3.544
H15 0.497 -4.944 -4.065
C16 0.625 -2.791 -4.097
H16 1.248 -2.755 -4.991
C17 0.180 -1.599 -3.507
H17 0.463 -0.636 -3.942
C18 -0.627 -1.653 -2.372
H18 -1.090 -0.739 -1.986
H19 -1.195 -1.340 0.466
H20 -0.045 -3.296 0.815
N1 2.655 4.303 -2.696
C19 2.428 4.735 -1.441
N2 1.647 4.093 -0.566
C20 1.690 4.707 0.708
C21 2.468 5.849 0.728
S1 3.237 6.158 -0.801
C22 1.072 3.999 1.794
C23 1.193 4.219 3.151
S2 0.536 2.916 4.083
C24 0.117 2.106 2.603
N3 0.420 2.781 1.494
N4 -0.348 0.826 2.626
H21 3.245 4.867 -3.292
H22 2.155 3.499 -3.064
H23 2.618 6.450 1.618
H24 1.698 5.082 3.564
H25 -0.599 0.499 3.553
H26 -0.941 0.502 1.853

Atomic forces in eV per Å
0.510 -0.470 -0.461
0.276 0.058 0.498
0.052 0.110 0.339
0.075 0.384 0.014
0.306 -0.540 0.302
0.308 -0.290 -0.311
-0.208 -0.027 -0.309
0.237 0.100 -0.436
-0.098 0.026 0.337
-0.282 -0.231 0.034
1.989 -0.316 -1.494
-2.414 -0.212 0.474
-0.233 -0.263 0.036
-0.356 0.103 -0.299
-0.077 0.069 0.267
-1.350 0.840 -0.569
-0.480 -0.462 0.191
-0.413 0.408 0.160
-0.241 0.213 0.212
-0.203 0.025 -0.196
-0.055 0.265 -0.190
0.390 0.082 -0.323
0.214 0.014 -0.182
0.086 -0.143 -0.272
0.337 -0.272 0.044
0.131 -0.274 0.427
-0.064 -0.170 0.436
-0.112 0.012 -0.598
0.276 0.364 -0.160
0.250 0.352 -0.224
-0.237 0.150 0.049
0.063 0.162 0.164
-0.139 0.113 0.347
-0.196 -0.062 0.216
-0.200 -0.434 -0.232
-0.232 -0.271 -0.040
0.405 -0.112 0.032
0.473 -0.408 0.068
0.123 0.227 -0.110
1.263 -0.776 0.706
-0.099 0.060 -0.106
-0.454 -0.174 1.522
0.999 1.697 -0.441
1.435 1.579 -1.855
-0.907 -1.219 0.523
-0.864 -0.795 0.309
-0.754 -1.311 2.261
0.178 0.279 -1.491
0.065 0.387 -0.705
0.371 0.378 -0.679
-0.119 0.243 1.786
-0.561 0.520 0.182
-0.259 -0.404 -0.142
0.456 0.581 -0.035
0.207 0.106 -0.374
-0.152 -0.276 0.305
-0.113 -0.171 -0.416
0.399 0.180 0.406

C24H26N2O4S2 | ωB97M-V with the def2-TZVPD basis set

The maximum force comes out at 0.0149 Eh/bohr. The calculation puts the energy relative to the best compared isomer or geometry (same formula, charge and spin) at 1.8 kcal/mol. The value obtained for the HOMO-LUMO gap is 8.526 eV. The calculation puts the lowest unoccupied orbital energy at 0.10 eV. The HOMO energy comes out at -8.4 eV. Its SMILES is CCN(C(=O)CSc1cc(-c2ccccc2)c2ccc(OC)cc2n1)[C@H]1CCS(=O)(=O)C1. Its electronic energy is -2137.0166 a.u.

Element x y z (Å)
C1 -3.777 -0.074 -1.028
C2 -3.627 -1.544 -0.641
N1 -2.362 -1.838 0.011
C3 -1.341 -2.540 -0.529
O1 -0.310 -2.762 0.085
C4 -1.460 -3.048 -1.952
S1 -1.472 -1.655 -3.148
C5 -0.350 -0.543 -2.317
C6 0.895 -0.989 -1.863
C7 1.665 -0.127 -1.110
C8 2.912 -0.613 -0.500
C9 3.893 -1.203 -1.291
C10 5.056 -1.684 -0.719
C11 5.244 -1.595 0.651
C12 4.263 -1.025 1.445
C13 3.102 -0.530 0.878
C14 1.209 1.202 -0.920
C15 1.934 2.196 -0.229
C16 1.430 3.454 -0.090
C17 0.170 3.802 -0.633
O2 -0.211 5.083 -0.418
C18 -1.457 5.505 -0.919
C19 -0.555 2.862 -1.325
C20 -0.046 1.559 -1.485
N2 -0.810 0.665 -2.144
C21 -2.152 -1.189 1.303
C22 -1.810 -2.160 2.448
C23 -1.563 -1.319 3.683
S2 -0.766 0.192 3.019
O3 0.637 0.227 3.323
O4 -1.547 1.339 3.397
C24 -1.029 -0.168 1.261
H1 -4.696 0.050 -1.594
H2 -3.825 0.567 -0.151
H3 -2.941 0.246 -1.646
H4 -3.718 -2.154 -1.536
H5 -4.431 -1.832 0.048
H6 -2.369 -3.615 -2.142
H7 -0.595 -3.682 -2.151
H8 1.222 -2.000 -2.043
H9 3.747 -1.266 -2.360
H10 5.817 -2.131 -1.343
H11 6.151 -1.974 1.097
H12 4.398 -0.962 2.514
H13 2.338 -0.104 1.512
H14 2.902 1.951 0.179
H15 1.976 4.222 0.435
H16 -1.499 5.422 -2.009
H17 -2.279 4.931 -0.478
H18 -1.552 6.551 -0.631
H19 -1.513 3.072 -1.771
H20 -3.084 -0.677 1.560
H21 -0.908 -2.711 2.181
H22 -2.623 -2.873 2.598
H23 -0.895 -1.784 4.399
H24 -2.478 -0.993 4.168
H25 -1.283 0.747 0.737
H26 -0.115 -0.606 0.874

Atomic forces in eV per Å
0.056 -0.238 0.008
-0.285 0.216 -0.191
-0.043 0.169 0.242
-0.146 -0.428 -0.081
0.277 -0.120 0.040
0.259 0.228 -0.388
0.003 -0.188 -0.038
-0.221 -0.046 -0.182
0.383 0.361 0.211
-0.339 -0.119 -0.290
0.245 -0.087 0.075
-0.066 0.074 0.003
0.083 -0.073 -0.006
0.057 -0.028 0.010
0.021 0.012 0.092
-0.004 -0.043 -0.098
-0.399 -0.124 -0.283
-0.005 0.308 0.092
0.085 -0.032 0.044
-0.160 -0.217 -0.154
0.341 -0.168 0.125
-0.233 0.072 -0.100
-0.039 0.492 0.124
0.661 -0.075 0.227
-0.234 -0.042 -0.263
0.075 -0.436 -0.024
-0.157 -0.308 -0.195
0.243 0.500 -0.332
-0.082 0.235 -0.034
0.398 -0.377 -0.040
-0.434 0.047 -0.042
0.019 0.083 0.763
-0.152 0.069 -0.028
-0.047 0.102 0.130
-0.070 0.019 -0.002
-0.032 -0.034 0.112
0.042 -0.062 -0.104
-0.029 -0.013 0.004
-0.157 0.007 0.193
-0.003 -0.088 0.047
-0.020 -0.003 -0.087
0.057 -0.026 -0.043
0.066 -0.025 0.038
0.016 -0.008 0.100
-0.082 0.059 0.056
0.060 0.038 0.058
0.092 0.075 0.072
0.003 -0.012 0.043
0.034 0.002 -0.019
-0.035 -0.078 -0.041
-0.103 0.058 -0.031
0.026 -0.042 -0.080
-0.142 0.034 0.035
0.022 -0.001 0.031
0.106 0.062 0.077
-0.036 0.102 0.044
-0.014 0.168 0.093
0.038 -0.053 -0.010

Look up the lowest unoccupied orbital energy of the first one.
0.61 eV

Which formula does entry 2 have?
C24H26LaN4S2Si